[1]
Density functional theory data (ωB97M-V/def2-TZVPD) for a 2-piece molecular cluster, C2H5FIP overall in a non-equilibrium geometry.

```
10
C2H5FIP, DFT ωB97M-V/def2-TZVPD
C -1.090 -0.180 -0.339
C 1.142 1.634 0.198
F 0.331 -2.165 -0.767
P -0.135 -1.372 0.592
I 2.751 0.433 -0.145
H -1.667 0.479 0.325
H -1.627 -0.318 -1.261
H 0.791 2.395 -0.562
H 0.796 1.371 1.170
H -1.291 -2.278 0.788
```

The net charge is 0. The energy above the lowest of the compared OMol25 structures with the same formula, charge and spin comes out at 4.555 eV. The gap between HOMO and LUMO (alpha / beta) is 0.286 / 0.314 Ha.

***

[2]
Density functional theory data (ωB97M-V/def2-TZVPD) for one molecule with the formula C4H4IN3 in a non-equilibrium geometry.

```
12
C4H4IN3, DFT ωB97M-V/def2-TZVPD
N -1.520 2.795 0.718
C -1.160 1.769 0.382
C -0.591 0.611 -0.066
I -2.610 -0.968 0.287
C 0.573 -0.034 0.591
C 0.980 -1.051 -0.432
N 0.346 -0.523 -1.648
N -0.457 0.424 -1.386
H 0.330 -0.305 1.666
H 1.407 0.665 0.746
H 2.102 -1.215 -0.542
H 0.600 -2.168 -0.316
```

The net charge is 0. The energy above the lowest of the compared OMol25 structures with the same formula, charge and spin comes out at 1.063 eV. The gap between HOMO and LUMO (alpha / beta) is 0.272 / 0.272 Ha. The SMILES is N#C[C@]1(I)CCN=N1.

***

[3]
Density functional theory data (ωB97M-V/def2-TZVPD) for one molecule with the formula C2H4FP in a non-equilibrium geometry.

```
8
C2H4FP, DFT ωB97M-V/def2-TZVPD
H -2.639 -0.159 -0.040
P -1.586 0.728 0.084
C -0.303 -0.334 -0.056
C 1.080 0.261 -0.018
F -0.414 -1.669 0.153
H 1.296 0.640 -1.111
H 1.712 -0.505 0.360
H 0.853 1.038 0.629
```

The net charge is 0. The energy above the lowest of the compared OMol25 structures with the same formula, charge and spin comes out at 1.278 eV. The gap between HOMO and LUMO is 0.347 Ha. The SMILES is [H]/P=C(/C)F.

***

[4]
Density functional theory data (ωB97M-V/def2-TZVPD) for a 2-piece molecular cluster, C6H14N2O2 overall in a non-equilibrium geometry.

```
24
C6H14N2O2, DFT ωB97M-V/def2-TZVPD
C -0.849 1.969 -1.206
N -0.618 0.623 -1.736
C 0.596 0.261 -2.229
C 0.675 -1.142 -2.787
O 1.554 1.011 -2.153
H -0.816 2.680 -2.027
H -1.761 1.985 -0.625
H 0.050 2.173 -0.630
H -1.410 0.046 -1.948
H 1.257 -1.087 -3.700
H 1.246 -1.786 -2.111
H -0.307 -1.610 -2.841
C 1.248 0.549 2.578
N 0.136 0.212 1.685
C -0.590 -0.923 2.000
C -1.750 -1.187 1.052
O -0.422 -1.521 3.038
H 0.946 0.421 3.599
H 2.147 -0.035 2.398
H 1.428 1.620 2.457
H 0.358 0.417 0.725
H -2.324 -2.041 1.410
H -2.343 -0.284 0.979
H -1.344 -1.488 0.079
```

The net charge is 0. The energy above the lowest of the compared OMol25 structures with the same formula, charge and spin comes out at 0.722 eV. The gap between HOMO and LUMO is 0.375 Ha. The SMILES is CNC(C)=O.CNC(C)=O.

***

[5]
Density functional theory data (ωB97M-V/def2-TZVPD) for C16H48CdN4O8 as an isolated structure in a non-equilibrium geometry.

```
77
C16H48CdN4O8, DFT ωB97M-V/def2-TZVPD
Cd 11.662 -14.141 8.585
O 9.697 -14.710 8.516
H 9.147 -15.428 8.813
O 12.849 -15.728 8.333
H 13.803 -15.710 8.301
O 11.605 -13.020 6.894
H 12.158 -12.586 6.253
O 12.192 -12.634 9.852
H 12.484 -12.063 10.554
C 10.804 -8.995 9.424
C 9.979 -9.835 8.435
C 10.661 -9.844 7.065
O 9.891 -10.636 6.194
C 10.513 -10.736 4.944
N 9.753 -11.170 9.012
H 11.743 -9.488 9.688
H 10.287 -8.781 10.364
H 11.048 -8.000 9.017
H 9.012 -9.330 8.343
H 11.692 -10.216 7.117
H 10.753 -8.817 6.670
H 9.983 -11.494 4.365
H 11.545 -11.104 4.941
H 10.452 -9.761 4.439
H 10.678 -11.493 9.325
H 9.081 -11.039 9.755
C 12.623 -17.136 12.963
C 13.474 -16.236 12.035
C 14.551 -16.962 11.258
O 15.484 -17.627 12.099
C 16.198 -16.834 12.995
N 12.493 -15.583 11.143
H 11.908 -16.506 13.484
H 13.178 -17.765 13.672
H 12.080 -17.829 12.317
H 13.880 -15.360 12.556
H 15.038 -16.240 10.591
H 14.082 -17.736 10.648
H 17.122 -17.346 13.268
H 15.636 -16.577 13.899
H 16.498 -15.885 12.528
H 12.701 -14.588 11.043
H 12.631 -15.877 10.158
C 11.546 -19.806 6.797
C 10.818 -18.930 7.846
C 11.469 -19.147 9.204
O 11.198 -20.439 9.737
C 10.783 -20.483 11.078
N 10.852 -17.533 7.470
H 11.744 -20.798 7.210
H 12.486 -19.376 6.444
H 10.928 -19.894 5.900
H 9.765 -19.217 7.786
H 11.195 -18.335 9.887
H 12.558 -19.092 9.071
H 9.856 -19.921 11.214
H 11.608 -20.115 11.697
H 10.606 -21.500 11.434
H 11.660 -17.010 7.837
H 10.095 -16.988 7.879
C 13.160 -16.342 3.290
C 13.216 -15.221 4.339
C 13.305 -13.794 3.827
O 14.341 -13.602 2.810
C 15.639 -13.966 3.239
N 12.109 -15.399 5.263
H 12.409 -16.006 2.569
H 12.981 -17.288 3.787
H 14.081 -16.385 2.694
H 14.184 -15.314 4.869
H 13.648 -13.062 4.568
H 12.398 -13.419 3.349
H 15.929 -13.412 4.139
H 16.263 -13.582 2.425
H 15.783 -15.042 3.334
H 12.054 -14.598 5.928
H 12.285 -16.201 5.858
```

The net charge is -2. The gap between HOMO and LUMO is 0.224 Ha.

***

[6]
Density functional theory data (ωB97M-V/def2-TZVPD) for a 2-piece molecular cluster, CH3IO3P overall in a non-equilibrium geometry.

```
9
CH3IO3P, DFT ωB97M-V/def2-TZVPD
C 0.100 0.035 -0.192
O -0.996 3.691 -0.753
O -0.217 2.471 1.422
O -0.192 1.248 -0.843
P -0.729 2.496 0.044
I -4.348 -0.248 0.016
H 0.312 0.215 0.865
H 0.976 -0.395 -0.679
H -0.748 -0.641 -0.285
```

The net charge is -1. Its spin multiplicity is 3. The energy above the lowest of the compared OMol25 structures with the same formula, charge and spin comes out at 0.000 eV. The gap between HOMO and LUMO (alpha / beta) is 0.150 / 0.180 Ha.

***

[7]
Density functional theory data (ωB97M-V/def2-TZVPD) for a 2-piece molecular cluster, C4H15N2O overall in a non-equilibrium geometry.

```
22
C4H15N2O, DFT ωB97M-V/def2-TZVPD
C 0.395 1.238 -1.446
N 1.601 0.912 -0.656
C -0.908 1.020 -0.631
N -0.736 0.039 0.465
C -0.515 -1.378 0.010
C -1.818 -2.005 -0.485
H 0.391 2.276 -1.796
H 0.353 0.673 -2.375
H 1.941 1.788 -0.274
H 2.291 0.585 -1.331
H -1.186 1.983 -0.190
H -1.772 0.734 -1.237
H 0.093 0.276 1.018
H -1.508 0.011 1.125
H -0.097 -1.909 0.867
H 0.250 -1.324 -0.754
H -1.739 -3.080 -0.434
H -2.634 -1.702 0.171
H -2.044 -1.720 -1.505
H 2.124 0.573 1.625
H 2.062 -0.207 2.957
O 1.521 0.282 2.318
```

The net charge is +1. The energy above the lowest of the compared OMol25 structures with the same formula, charge and spin comes out at 0.589 eV. The gap between HOMO and LUMO is 0.428 Ha.

***

[8]
Density functional theory data (ωB97M-V/def2-TZVPD) for one molecule with the formula C3H5NS in a non-equilibrium geometry.

```
10
C3H5NS, DFT ωB97M-V/def2-TZVPD
C 1.387 -0.021 0.808
C 0.490 0.732 0.102
C -0.702 0.313 -0.656
N -1.077 -0.896 -0.481
S -1.677 1.300 -1.447
H 2.283 0.333 1.277
H 1.191 -1.072 0.978
H 0.654 1.836 0.047
H -2.094 -1.039 -0.683
H -0.455 -1.486 0.055
```

The net charge is 0. The energy above the lowest of the compared OMol25 structures with the same formula, charge and spin comes out at 0.641 eV. The gap between HOMO and LUMO is 0.308 Ha. The SMILES is C=CC(N)=S.

***

[9]
Density functional theory data (ωB97M-V/def2-TZVPD) for a 3-piece molecular cluster, C4H13N2O2 overall in a non-equilibrium geometry.

```
21
C4H13N2O2, DFT ωB97M-V/def2-TZVPD
O 0.216 0.542 0.397
C 0.134 -0.342 1.276
C -0.297 -1.652 0.999
C -0.944 -2.132 -0.281
C -0.323 -1.580 -1.562
N 1.133 -1.861 -1.596
N -1.652 4.521 1.250
H 0.497 -0.110 2.281
H -0.481 -2.226 1.903
H -0.948 -3.224 -0.282
H -1.990 -1.813 -0.199
H -0.811 -2.081 -2.410
H -0.355 -0.507 -1.709
H 1.403 -2.720 -1.096
H 1.753 -1.077 -1.309
H -1.082 5.377 1.129
H -1.093 3.763 1.666
H -2.571 4.713 1.681
H 1.781 0.657 -0.342
H 2.948 1.249 -1.183
O 2.679 0.504 -0.614
```

The net charge is +2. Its spin multiplicity is 2. The energy above the lowest of the compared OMol25 structures with the same formula, charge and spin comes out at 4.110 eV. The gap between HOMO and LUMO (alpha / beta) is 0.142 / 0.244 Ha.

***

[10]
Density functional theory data (ωB97M-V/def2-TZVPD) for one molecule with the formula C4H7NO4S2 in a non-equilibrium geometry.

```
18
C4H7NO4S2, DFT ωB97M-V/def2-TZVPD
C 3.330 -0.396 0.225
C -0.593 0.919 -1.790
C 2.246 -0.952 -0.274
C -0.534 0.256 -0.670
N -2.186 0.458 1.935
O 0.206 -1.422 1.213
O 1.180 0.850 1.145
O -2.898 -1.201 0.081
O -3.171 1.218 -0.260
S 0.764 -0.366 0.427
S -2.477 0.144 0.368
H 4.406 -0.511 0.006
H 3.062 0.314 1.085
H -1.539 1.408 -1.974
H 0.310 1.102 -2.436
H 2.265 -1.899 -0.755
H -2.091 1.449 2.194
H -1.464 -0.127 2.282
```

The net charge is 0. Its spin multiplicity is 3. The energy above the lowest of the compared OMol25 structures with the same formula, charge and spin comes out at 3.133 eV. The gap between HOMO and LUMO (alpha / beta) is 0.234 / 0.253 Ha.

***

Which of these has the lowest net charge? C16H48CdN4O8

***

Which of these has the lowest net charge? C16H48CdN4O8

***

net charge of number 3 (C2H4FP)? 0

***

Which of these has the highest net charge? C4H13N2O2